# 1
{
  "formula": "C18H57AgBrN15O9",
  "method": "the ωB97M-V functional and the def2-TZVPD basis",
  "symbols": ["Ag", "Br", "C", "C", "C", "O", "C", "N", "H", "H", "H", "H", "H", "H", "H", "H", "H", "H", "H", "C", "C", "C", "O", "C", "N", "H", "H", "H", "H", "H", "H", "H", "H", "H", "H", "H", "C", "C", "C", "O", "C", "N", "H", "H", "H", "H", "H", "H", "H", "H", "H", "H", "H", "C", "O", "N", "N", "H", "H", "H", "H", "C", "O", "N", "N", "H", "H", "H", "H", "C", "O", "N", "N", "H", "H", "H", "H", "C", "O", "N", "N", "H", "H", "H", "H", "C", "O", "N", "N", "H", "H", "H", "H", "C", "O", "N", "N", "H", "H", "H", "H"],
  "positions_angstrom": [[0.480171, 0.057656, -0.039703], [-1.695607, -2.075170, -0.744029], [-6.339023, 1.901236, 0.147256], [-5.186251, 1.773431, 1.167610], [-5.471628, 0.800521, 2.320221], [-4.713765, 1.097656, 3.441857], [-5.204763, 0.399807, 4.605389], [-4.002782, 1.427102, 0.409626], [-6.045842, 2.460848, -0.740982], [-7.170526, 2.414313, 0.630430], [-6.695131, 0.919411, -0.164689], [-5.056199, 2.752803, 1.628068], [-5.364121, -0.246283, 2.036082], [-6.524295, 0.999560, 2.521208], [-4.637884, 0.711680, 5.482588], [-4.984898, -0.667749, 4.614131], [-6.227523, 0.641587, 4.894540], [-3.346236, 1.090486, 1.099364], [-4.129665, 0.617043, -0.180124], [4.189807, -1.884834, -2.120163], [3.031002, -2.841239, -1.760482], [3.359992, -4.246759, -1.151158], [4.129492, -5.215449, -1.929305], [4.634270, -6.374947, -1.228478], [2.024962, -2.173528, -0.999961], [3.830977, -0.973609, -2.598716], [4.828023, -2.377587, -2.853633], [4.785051, -1.529273, -1.279117], [2.485288, -3.032594, -2.684431], [2.466174, -4.649859, -0.675022], [3.988362, -3.926248, -0.320183], [3.749148, -6.937243, -0.930995], [5.140011, -6.041191, -0.322430], [5.201509, -7.108624, -1.801253], [1.120177, -2.616997, -1.069143], [1.902060, -1.292208, -1.477752], [2.899463, -2.077592, 3.291925], [2.194752, -0.941125, 2.569154], [3.228449, -0.349419, 1.566320], [2.632509, 0.777223, 0.907311], [3.472040, 1.918080, 0.770957], [1.131047, -1.358654, 1.684884], [3.745368, -1.665687, 3.842273], [3.234193, -2.840579, 2.589145], [2.142231, -2.661784, 3.814836], [1.878797, -0.189752, 3.292837], [3.695936, -0.952116, 0.787660], [4.054337, -0.037775, 2.205761], [3.101378, 2.382896, -0.142640], [4.520855, 1.797518, 0.499760], [3.341032, 2.676535, 1.542761], [1.394664, -2.149447, 1.114585], [0.339102, -1.589537, 2.267655], [2.745198, 3.989641, -2.744265], [2.872946, 4.757780, -1.873502], [3.031952, 4.242744, -3.967355], [2.256629, 2.784877, -2.636559], [3.360367, 5.181830, -4.141618], [2.866124, 3.500254, -4.631673], [1.783149, 2.542518, -1.777960], [2.444807, 2.063868, -3.318348], [-2.536953, 1.430665, -3.298515], [-2.178582, 2.107190, -4.188908], [-3.803351, 1.058534, -3.004657], [-1.682190, 1.094509, -2.426380], [-3.846181, 0.410309, -2.231294], [-4.582377, 1.507466, -3.464737], [-0.715309, 1.385463, -2.402117], [-1.964183, 0.395564, -1.754042], [0.839953, -0.445665, -3.912166], [1.075726, -0.015950, -2.750630], [1.404703, 0.052247, -4.958883], [-0.079538, -1.287329, -4.272949], [2.208088, 0.623183, -4.738219], [0.973948, -0.029045, -5.868791], [-0.182090, -1.553305, -5.241887], [-0.701378, -1.670914, -3.575611], [-0.358086, 3.450382, -0.257892], [0.280998, 2.438304, -0.409617], [0.043140, 4.580096, -0.742797], [-1.505323, 3.513319, 0.353160], [-0.578485, 5.275844, -0.355990], [0.908081, 4.606375, -1.263654], [-1.975726, 4.397094, 0.219831], [-1.958210, 2.680693, 0.702037], [-1.128576, 1.382639, 2.417805], [-1.433879, 0.826339, 1.386124], [-1.929436, 1.914195, 3.298587], [0.043661, 1.795520, 2.685414], [-1.513434, 2.261536, 4.150882], [-2.904525, 1.695211, 3.152471], [0.067972, 2.373293, 3.513482], [0.793800, 1.542576, 2.058202], [-0.883050, -3.307490, 3.229309], [-0.402955, -3.353857, 4.316532], [-0.661693, -4.123839, 2.221290], [-1.428378, -2.107438, 2.812969], [-0.204619, -4.992565, 2.458944], [-1.022768, -4.083862, 1.278888], [-1.692727, -1.498647, 3.574275], [-1.703731, -1.984685, 1.849012]],
  "atomic_forces_ev_per_a": [[-0.7662, -0.1345, -0.3184], [0.1849, 0.0697, -0.0428], [-0.2442, -0.1172, 1.0199], [-0.3050, -0.5023, -1.1970], [-1.6495, 0.6202, -1.2676], [-0.0126, -0.3624, 1.6315], [1.1686, 0.4524, 0.7101], [0.7013, 0.3556, 0.7656], [0.2113, -0.0032, 0.1853], [-0.1999, 0.0130, -0.1660], [0.0289, -0.1236, -0.0649], [0.2313, 0.1616, 0.0684], [0.1007, -0.1493, -0.2401], [-0.4037, -0.3372, 0.4777], [0.3605, 0.5435, -0.2110], [-0.4830, -0.2244, -0.7240], [-0.2744, -0.1535, -0.7107], [0.7242, -0.1288, -0.3301], [-0.4279, -0.1373, -0.0875], [-0.0999, -0.6645, 0.0373], [-0.2495, -1.3599, -2.4648], [1.7932, 0.5588, 0.9393], [-0.2328, 0.7419, -0.7004], [-1.9604, 0.9635, 0.7858], [0.2086, 0.4208, 1.6790], [-0.4236, -0.0636, -0.0409], [0.2105, -0.0283, 0.1722], [0.0523, -0.3607, 0.2480], [0.6713, -0.4403, -0.9447], [-0.2775, -0.3760, -0.4535], [0.3153, -0.3679, 0.6127], [-0.1080, -0.2304, 0.4370], [0.3672, -0.2008, -0.0073], [0.3098, 0.9165, -0.5713], [-0.2369, -0.3131, -0.1020], [-0.2175, 0.3445, 0.0503], [-0.7867, -0.4319, -0.4450], [2.0747, -0.8262, -2.6276], [0.3109, 1.4537, 1.5088], [1.1831, 0.1943, 0.7202], [-0.8855, 0.8635, -1.6931], [-1.0078, 0.2534, 1.1505], [-0.1701, -0.4722, 0.4802], [0.4909, 0.2890, -0.4223], [0.2110, 0.3418, 1.0000], [-0.1451, 0.1553, -0.2806], [-0.6645, -0.8238, 0.2527], [0.3258, 0.5479, -0.0733], [-0.1475, 0.3519, 0.1095], [0.1814, -0.8467, 0.6379], [0.1198, -0.3342, 0.4698], [0.2602, -0.1275, -0.0133], [-0.4025, -0.1985, -0.3313], [-0.5097, -2.2958, -1.0288], [0.1513, 3.9709, 4.7641], [1.6850, 1.6228, -4.5803], [-1.3442, -3.6434, 1.3684], [0.0874, -0.4688, -0.6760], [0.2012, 1.0477, -0.4419], [-0.0689, -0.4884, 0.0427], [-0.4433, 0.2171, 0.5463], [-1.9348, 0.5416, 0.1883], [0.2445, 3.2768, -5.1115], [-0.9478, -0.7419, -0.1661], [3.1072, -2.8808, 4.9768], [-0.9739, 0.3230, -0.3195], [0.2228, -0.4877, 0.2618], [-0.3132, -0.0830, -0.4545], [0.5969, 0.0343, 0.4119], [-0.9776, 1.2521, 3.2909], [0.2639, -0.8722, -1.0089], [3.2371, 2.1754, -2.5647], [-2.5983, -2.7228, 0.5813], [-0.2484, 0.0276, -0.9008], [0.6005, 0.3421, 0.1907], [-0.0959, -0.0950, 0.4939], [-0.1186, -0.0391, 0.0263], [0.2183, -1.3193, -0.3894], [2.0478, -2.9918, -0.3579], [-0.0129, 2.4580, -0.4649], [-2.4046, 0.5556, 1.5898], [1.3643, 1.2804, -1.0827], [0.1110, 0.9492, 0.2773], [-0.7337, -0.7595, 0.4342], [-0.2529, 0.1616, -0.4539], [-0.6185, 0.5790, -1.1563], [-1.1610, -1.6933, -1.0615], [-3.7787, 0.1168, 1.6327], [5.3591, 0.5782, 0.7898], [-1.0934, -0.1367, -0.0538], [-0.3400, 0.2114, 1.0991], [1.4804, -0.0771, -0.6767], [0.5137, 0.3408, 0.3240], [-0.2972, 3.7290, -1.8416], [0.7635, -1.4546, 3.0752], [0.7398, -3.2858, -1.3339], [-0.8111, -0.2330, 0.4972], [-0.0262, 0.1600, -0.0117], [-0.3299, 0.6022, 0.2078], [-0.1286, 0.0620, -0.5052], [-0.4478, 0.3816, -0.0463]],
  "mulliken_charge": [1.550, -0.755, -1.731, 0.565, -0.776, -0.372, -0.965, -0.084, 0.417, 0.464, 0.360, 0.272, 0.312, 0.448, 0.332, 0.356, 0.332, -0.456, 0.171, -1.267, 0.523, -0.990, -0.401, -0.714, 0.983, 0.214, 0.433, 0.265, 0.422, 0.489, 0.277, 0.299, 0.299, 0.258, 0.147, -1.099, -1.607, 0.558, -1.061, 0.160, -0.831, 0.293, 0.448, 0.234, 0.386, 0.315, -0.016, 0.614, 0.123, 0.385, 0.265, 0.071, -0.150, 0.695, -0.675, -0.377, 0.046, 0.234, 0.137, -0.524, 0.141, 0.657, -0.734, -0.300, 0.653, 0.154, 0.227, -0.358, -0.587, 0.401, -0.174, -0.420, -0.400, 0.226, 0.180, 0.148, 0.145, 0.315, -0.013, -0.324, -0.268, 0.132, 0.016, 0.126, 0.052, 0.283, -0.121, -0.224, -0.055, 0.158, 0.205, 0.114, -0.429, 0.615, -0.652, -0.226, -0.248, 0.217, 0.169, -0.023, -0.083],
  "charge": 0,
  "gap_ha": 0.3015,
  "lumo_energy_ev": 0.40
}


# 2
{
  "formula": "C18H57BO9Pd",
  "method": "the ωB97M-V functional and the def2-TZVPD basis",
  "symbols": ["Pd", "B", "H", "H", "H", "H", "C", "C", "O", "H", "H", "H", "H", "H", "C", "C", "O", "H", "H", "H", "H", "H", "H", "C", "C", "O", "H", "H", "H", "H", "H", "H", "C", "C", "O", "H", "H", "H", "H", "H", "H", "C", "C", "O", "H", "H", "H", "H", "H", "H", "C", "C", "O", "H", "H", "H", "H", "H", "H", "C", "C", "O", "H", "H", "H", "H", "H", "H", "C", "C", "O", "H", "H", "H", "H", "H", "H", "C", "C", "O", "H", "H", "H", "H", "H", "H"],
  "positions_angstrom": [[0.030970, 2.125683, 1.549005], [0.195125, 0.193835, 0.232656], [-0.167548, -0.340250, 1.260689], [-0.626595, 0.989908, -0.146209], [1.224453, 0.798354, 0.422665], [0.368049, -0.597364, -0.653719], [-0.245739, -0.556428, 4.318763], [0.817668, 0.514346, 4.134364], [0.362093, 1.659689, 3.508079], [0.105430, -1.446027, 4.846679], [-0.575654, -0.891426, 3.331664], [-1.110248, -0.155944, 4.854474], [1.659769, 0.057209, 3.589566], [1.186690, 0.818165, 5.126453], [-1.915474, -3.635367, -2.872085], [-1.048847, -2.785213, -1.970147], [-1.854523, -1.767496, -1.380477], [-2.455759, -3.028454, -3.594592], [-2.636429, -4.180835, -2.258017], [-1.284260, -4.380877, -3.357709], [-0.254512, -2.303797, -2.552528], [-0.554953, -3.384339, -1.197772], [-1.252589, -1.193653, -0.888689], [-3.550919, 0.272094, 2.947571], [-3.029626, 1.687219, 2.835535], [-2.260632, 1.852619, 1.623396], [-4.312643, 0.174179, 3.724569], [-2.751859, -0.427993, 3.178114], [-4.028333, -0.057089, 2.019586], [-2.368973, 1.930305, 3.662985], [-3.860202, 2.395252, 2.780839], [-2.828340, 1.636699, 0.877403], [-0.996728, -0.123694, -4.105358], [-0.903860, 0.893890, -5.216696], [0.492577, 1.110429, -5.459517], [-2.006253, -0.212099, -3.703827], [-0.381198, 0.173370, -3.252570], [-0.642758, -1.090996, -4.461573], [-1.356134, 1.834675, -4.888306], [-1.405363, 0.515730, -6.110057], [0.616648, 1.904345, -5.985231], [2.781844, 5.237086, 1.558330], [2.708741, 3.874609, 2.208105], [2.185814, 2.896290, 1.290321], [3.437205, 5.225421, 0.684413], [3.197794, 5.989893, 2.232995], [1.795863, 5.611943, 1.276642], [2.070994, 3.883827, 3.089840], [3.699268, 3.551804, 2.533340], [2.905007, 2.478128, 0.808417], [-1.277784, 3.105890, -2.276640], [-1.223690, 3.923847, -0.988807], [-0.038177, 3.654886, -0.232765], [-2.011522, 3.548571, -2.955129], [-1.576996, 2.081582, -2.066077], [-0.309476, 3.123512, -2.777735], [-2.056187, 3.665542, -0.334440], [-1.323117, 4.994718, -1.185050], [0.690937, 4.169323, -0.589245], [2.695326, 0.219325, -2.866131], [3.454046, -0.371439, -4.046676], [2.580797, -0.986816, -4.986363], [1.977325, 0.974777, -3.203928], [3.372391, 0.693093, -2.150480], [2.122346, -0.535245, -2.325535], [4.074385, -1.190730, -3.683565], [4.067629, 0.388184, -4.539423], [1.817986, -0.416317, -5.133880], [-2.205488, -3.345676, 1.551382], [-1.772264, -3.671768, 2.954190], [-2.408188, -4.817757, 3.506895], [-1.807285, -2.372211, 1.250960], [-3.291789, -3.301248, 1.445985], [-1.825255, -4.052294, 0.812131], [-1.918307, -2.809427, 3.616622], [-0.696444, -3.858962, 2.975726], [-3.296695, -4.574585, 3.779410], [3.095842, -3.934525, 1.545690], [2.200910, -2.720786, 1.516443], [2.264718, -2.175541, 0.201695], [3.242154, -4.364722, 2.535564], [4.068381, -3.714185, 1.101767], [2.673641, -4.718492, 0.907366], [2.572253, -1.967023, 2.222274], [1.170581, -2.994600, 1.764621], [1.721966, -1.376560, 0.200770]],
  "atomic_forces_ev_per_a": [[0.3390, 0.1507, 0.7044], [-0.2305, -0.3926, 0.2973], [-0.0274, -0.2917, -0.1677], [-0.5373, 0.0608, -0.4158], [0.6344, -0.1971, -0.1014], [0.1564, 0.1704, -0.1864], [-0.3307, -0.0286, -0.3234], [0.2512, -0.3949, 0.2221], [-0.5216, 0.4676, -0.3791], [0.1955, 0.1422, 0.0865], [-0.0464, 0.0394, 0.0456], [0.0332, 0.0026, 0.0315], [0.0665, 0.1595, 0.0418], [0.1257, -0.0319, -0.0798], [0.1589, -0.3217, 0.6465], [0.0786, 0.5030, -0.1998], [-0.1661, -0.1997, -0.0026], [0.0781, -0.0012, -0.1210], [-0.1103, 0.0645, -0.1051], [-0.0973, 0.0715, -0.2352], [0.0683, -0.1450, -0.0051], [-0.0750, -0.0851, -0.0112], [-0.0595, 0.0775, 0.0403], [-0.1839, -0.3224, 0.0255], [-0.3325, -0.1810, -0.3616], [0.0023, 0.2869, 0.5300], [0.0862, 0.1815, 0.0807], [0.0616, -0.0025, -0.0891], [0.0672, 0.1011, -0.0390], [0.0900, 0.1208, -0.0658], [0.0452, 0.0764, 0.2446], [0.2247, -0.2102, -0.1553], [0.0407, 0.0458, 0.2100], [0.1812, 0.0567, 0.5236], [-0.0263, -0.0279, -0.0756], [-0.0859, -0.1606, -0.2442], [0.1051, 0.0232, -0.1174], [-0.0862, -0.0665, 0.0968], [-0.1237, -0.0078, -0.1959], [-0.0011, 0.1827, -0.1073], [-0.0327, -0.0467, -0.1212], [0.1115, 0.4253, -0.0087], [0.3077, 0.0343, -0.0213], [0.0831, 0.4111, 0.2662], [-0.1254, -0.0699, -0.0657], [0.0226, -0.1782, 0.1437], [-0.0238, -0.1814, -0.1082], [-0.1545, -0.1500, -0.0813], [-0.0011, 0.0036, 0.0429], [-0.1224, -0.2165, -0.0235], [-0.2201, 0.4121, 0.1897], [-0.2422, -0.1630, -0.2148], [-0.4392, 0.3883, -0.1255], [-0.0188, -0.0505, 0.0143], [0.2170, -0.0984, -0.0812], [0.0225, -0.1225, -0.0048], [0.0295, -0.0420, 0.0224], [0.2202, 0.0054, -0.0358], [0.1857, -0.1672, 0.0814], [-0.1580, 0.2299, -0.0063], [-0.6237, -0.3618, 0.2580], [0.0556, -0.1060, 0.0019], [0.1250, 0.0061, -0.0265], [0.0557, -0.0309, -0.0425], [0.1210, -0.1201, -0.0793], [0.3068, 0.1679, -0.0758], [0.1236, 0.0009, 0.0376], [0.0155, 0.2562, -0.0518], [0.0417, 0.2940, -0.4902], [0.1541, 0.1962, 0.3556], [0.1174, -0.1623, 0.0034], [-0.0417, 0.0119, 0.0641], [-0.0033, 0.0039, 0.0914], [-0.0789, -0.1806, 0.1449], [-0.1322, -0.0163, -0.0537], [-0.0517, -0.1876, 0.0136], [-0.0175, 0.0172, -0.0748], [0.0288, -0.5985, -0.5388], [0.4357, 0.2439, -0.2165], [0.0263, -0.1767, 0.2060], [-0.0810, 0.1703, 0.1079], [0.0262, 0.2099, 0.1980], [-0.0606, 0.0501, 0.1098], [-0.2077, -0.0837, 0.1683], [-0.0137, 0.0928, 0.1355], [-0.0313, -0.0367, -0.1508]],
  "lowdin_spin": [1.409, 0.038, 0.001, 0.013, 0.017, 0.020, 0.001, 0.030, 0.312, 0.000, 0.000, 0.000, 0.005, 0.015, 0.000, 0.001, 0.001, 0.000, 0.000, 0.000, 0.000, 0.000, 0.001, 0.000, 0.003, 0.047, 0.000, 0.000, 0.000, 0.000, 0.001, 0.002, 0.000, 0.000, 0.000, 0.000, 0.000, 0.000, 0.000, 0.000, 0.000, 0.001, 0.004, 0.050, 0.000, 0.000, 0.000, 0.000, 0.001, 0.002, 0.001, 0.001, 0.019, 0.000, 0.000, 0.000, 0.000, 0.000, 0.001, 0.000, 0.000, 0.000, 0.000, 0.000, 0.000, 0.000, 0.000, 0.000, 0.000, 0.000, 0.000, 0.000, 0.000, 0.000, 0.000, 0.000, 0.000, 0.000, 0.000, 0.001, 0.000, 0.000, 0.000, 0.000, 0.000, 0.001],
  "multiplicity": 3,
  "s2": 2.01,
  "charge": 0,
  "gap_ha": [0.3310, 0.2714],
  "lumo_energy_ev": [0.11, -1.38]
}